(1)
Computed, not measured: a molecular structure, C37H53ClIN9OPSiV at a distorted geometry, with ωB97M-V/def2-TZVPD.

Net charge: -1
Frontier orbital gap (spin up / spin down), eV: 4.84 / 6.62
E_LUMO (spin up / spin down), eV: 2.44 / 2.44
Multiplicity: 4

Atoms and positions in Å:
V 1.114 0.421 -0.674
Cl -0.382 7.564 0.202
C -0.131 5.941 -0.376
C 1.101 5.609 -0.901
C 1.338 4.319 -1.324
I 3.163 3.937 -2.310
C 0.425 3.257 -1.169
O 0.734 2.035 -1.372
C -0.915 3.671 -0.787
N -1.892 2.765 -0.900
C -3.126 3.113 -0.589
C -3.481 4.367 -0.100
C -2.500 5.324 0.017
C -1.180 5.011 -0.361
H 1.883 6.346 -0.982
H -3.883 2.354 -0.738
H -4.506 4.576 0.174
H -2.718 6.316 0.386
C 5.312 -1.074 -0.557
Si 4.288 0.317 -1.428
C 5.656 1.349 -2.331
C 3.291 -0.425 -2.892
N 3.149 1.028 -0.359
C 3.429 1.825 0.697
C 2.384 2.260 1.542
C 2.617 3.096 2.613
C 3.903 3.521 2.920
C 4.951 3.088 2.123
C 4.724 2.268 1.038
H 4.765 -2.010 -0.495
H 5.561 -0.775 0.458
H 6.242 -1.268 -1.083
H 6.485 0.706 -2.612
H 6.056 2.153 -1.726
H 5.270 1.810 -3.237
H 3.761 -0.214 -3.847
H 2.285 0.006 -2.914
H 3.204 -1.503 -2.801
H 1.372 1.910 1.330
H 1.784 3.415 3.227
H 4.088 4.176 3.760
H 5.967 3.392 2.356
H 5.553 1.955 0.424
N -0.424 -0.015 0.134
P -1.702 -0.850 -0.006
N -1.566 -2.446 0.585
C -2.530 -3.504 0.407
C -1.823 -4.859 0.475
C -1.039 -5.013 1.792
C -1.138 -3.748 2.641
C -0.743 -2.550 1.787
N -3.010 -0.135 0.795
C -2.749 0.869 1.793
C -3.176 0.375 3.173
C -4.660 0.021 3.139
C -4.910 -1.038 2.070
C -4.388 -0.541 0.717
N -2.415 -1.175 -1.532
C -1.654 -2.074 -2.385
C -0.856 -1.309 -3.438
C -1.813 -0.625 -4.419
C -3.094 -0.195 -3.692
C -2.820 0.055 -2.213
H -3.007 -3.376 -0.564
H -3.326 -3.476 1.167
H -1.135 -4.924 -0.369
H -2.563 -5.656 0.367
H 0.015 -5.179 1.568
H -1.400 -5.871 2.362
H -0.456 -3.819 3.490
H -2.148 -3.622 3.036
H 0.306 -2.668 1.498
H -0.810 -1.619 2.365
H -3.303 1.788 1.554
H -1.676 1.085 1.751
H -2.980 1.144 3.921
H -2.592 -0.511 3.433
H -5.238 0.918 2.900
H -4.989 -0.343 4.115
H -5.978 -1.257 1.988
H -4.394 -1.959 2.345
H -5.003 0.325 0.416
H -4.481 -1.320 -0.043
H -2.354 -2.762 -2.888
H -0.986 -2.661 -1.748
H -0.185 -1.984 -3.976
H -0.250 -0.553 -2.915
H -2.067 -1.309 -5.234
H -1.324 0.244 -4.860
H -3.864 -0.965 -3.788
H -3.487 0.723 -4.133
H -3.732 0.415 -1.731
H -2.058 0.840 -2.100
N 3.402 -2.828 2.797
C 2.887 -2.654 1.525
C 2.406 -1.422 1.108
N 1.812 -1.244 -0.097
C 1.714 -2.371 -0.842
C 2.198 -3.579 -0.420
N 2.810 -3.761 0.764
H 3.819 -2.008 3.211
H 3.949 -3.669 2.900
H 2.493 -0.554 1.751
H 1.230 -2.270 -1.804
H 2.116 -4.460 -1.047

Forces on the atoms, in the same order (eV/Å):
V 1.96 -0.92 0.47
Cl -0.06 0.18 0.06
C 0.85 0.15 -0.28
C -0.89 0.62 0.43
C 0.34 -1.34 -0.50
I -0.34 0.09 0.24
C 0.32 1.42 0.15
O -0.97 2.36 -1.90
C 0.33 0.40 0.11
N -0.83 -0.10 0.10
C 0.60 -0.50 -0.35
C 0.30 0.72 0.20
C -0.28 -0.37 0.01
C -0.01 -0.37 -0.04
H 0.00 0.13 0.04
H -0.08 -0.11 0.02
H -0.03 0.03 0.00
H -0.05 0.05 -0.01
C -0.48 0.56 -0.39
Si 0.69 -0.73 -0.34
C -0.62 0.05 0.47
C 0.21 0.16 0.65
N -0.15 0.03 -0.51
C 0.03 0.22 0.23
C -0.19 -0.12 -0.07
C -0.03 0.06 0.16
C 0.04 0.17 0.18
C 0.10 0.06 0.09
C 0.02 -0.12 -0.09
H -0.20 -0.15 0.02
H 0.03 0.10 0.22
H 0.21 -0.02 -0.17
H 0.08 -0.24 -0.03
H 0.15 0.21 0.21
H -0.13 0.02 -0.18
H 0.09 0.18 -0.16
H -0.11 0.00 -0.19
H -0.08 -0.16 0.04
H 0.10 0.16 0.11
H -0.05 0.01 0.02
H -0.03 0.01 0.03
H -0.03 0.02 -0.04
H 0.18 -0.05 -0.06
N -2.23 -0.37 0.70
P -1.13 -0.99 -0.02
N 0.22 0.91 -0.32
C -0.18 -0.17 -0.27
C -0.14 0.12 -0.02
C -0.04 0.00 0.12
C 0.10 0.02 -0.18
C 0.46 0.05 0.35
N 0.66 0.17 -0.48
C 0.39 0.09 0.39
C -0.17 0.24 -0.14
C 0.15 -0.28 0.14
C -0.07 0.25 -0.13
C -0.09 -0.48 0.04
N 0.44 0.31 0.94
C 0.30 -0.40 -0.28
C -0.05 -0.04 0.03
C 0.02 0.04 0.03
C 0.02 0.02 0.12
C -0.25 0.40 -0.21
H -0.06 -0.04 0.04
H -0.06 0.01 -0.07
H -0.02 -0.02 -0.08
H 0.00 0.00 -0.05
H 0.06 -0.07 0.05
H 0.05 -0.05 -0.03
H -0.02 0.07 0.02
H -0.05 0.00 0.08
H -0.11 0.05 0.13
H 0.07 -0.11 0.05
H 0.04 0.01 0.06
H -0.22 0.17 0.07
H 0.04 0.05 0.08
H 0.07 -0.04 0.05
H -0.06 0.07 0.04
H -0.08 0.06 0.02
H -0.02 -0.06 0.00
H 0.03 -0.07 -0.02
H -0.01 -0.05 -0.09
H -0.09 0.12 -0.02
H 0.18 -0.04 0.05
H -0.13 -0.07 -0.18
H 0.10 0.05 0.11
H -0.01 -0.18 -0.18
H 0.05 0.04 -0.01
H 0.01 -0.01 -0.06
H -0.03 0.02 -0.01
H -0.08 -0.05 0.01
H 0.03 0.09 -0.04
H -0.18 -0.10 -0.04
N 0.12 0.10 0.36
C -0.42 -0.04 -0.61
C 0.50 -0.06 0.99
N 1.06 -1.94 -0.22
C -0.17 -0.85 -0.38
C -0.18 0.28 -0.31
N 0.28 -0.06 0.68
H 0.02 -0.06 -0.02
H 0.01 0.07 -0.10
H 0.00 -0.01 -0.02
H 0.00 -0.08 -0.07
H -0.09 0.06 -0.12

---

(2)
Computed, not measured: a molecular structure, C63H69BrN3O3P3Pb, with ωB97M-V/def2-TZVPD.

Net charge: +2
Energy relative to the best compared isomer or geometry (same formula, charge and spin), kcal/mol: 0.00
Frontier orbital gap, eV: 7.26
E_LUMO, eV: -4.64
Multiplicity: 1

Atoms and positions in Å:
Pb -1.074 0.523 -0.921
O -1.867 -2.067 1.485
C -3.111 -1.488 1.137
O -3.750 -1.984 0.258
C -3.524 -0.292 1.909
C -4.858 0.055 1.656
C -5.450 1.125 2.294
C -4.707 1.863 3.199
C -3.384 1.530 3.453
C -2.759 0.455 2.825
P -0.988 0.116 3.202
C -0.479 1.601 4.123
C -0.543 1.742 5.507
C -0.071 2.899 6.113
C 0.468 3.921 5.344
C 0.533 3.791 3.963
C 0.066 2.633 3.359
C -1.127 -1.182 4.484
C 0.055 -1.592 5.105
C 0.049 -2.623 6.030
C -1.140 -3.276 6.337
C -2.317 -2.884 5.718
C -2.312 -1.841 4.798
H -5.421 -0.538 0.949
H -6.483 1.374 2.093
H -5.154 2.702 3.715
H -2.820 2.129 4.154
H -0.966 0.953 6.118
H -0.126 3.001 7.188
H 0.842 4.816 5.823
H 0.964 4.577 3.357
H 0.130 2.530 2.281
H 0.988 -1.087 4.876
H 0.971 -2.917 6.515
H -1.147 -4.077 7.064
H -3.250 -3.375 5.963
H -3.248 -1.536 4.345
N -1.666 -3.728 -0.570
P -0.795 -2.710 -1.684
C 0.663 -3.706 -2.097
C 0.555 -4.990 -2.638
C 1.690 -5.751 -2.851
C 2.944 -5.233 -2.538
C 3.060 -3.958 -2.010
C 1.920 -3.195 -1.789
C -1.872 -2.891 -3.136
C -3.255 -3.007 -3.003
C -4.054 -3.098 -4.136
C -3.482 -3.071 -5.399
C -2.106 -2.939 -5.534
C -1.302 -2.844 -4.409
P -1.510 -3.575 1.049
C -2.596 -4.719 1.826
C -2.192 -5.338 3.011
C -3.068 -6.190 3.663
C -4.333 -6.416 3.139
C -4.739 -5.792 1.964
C -3.877 -4.936 1.302
C 0.177 -3.825 1.513
C 0.695 -5.090 1.203
C 2.027 -5.360 1.446
C 2.847 -4.371 1.980
C 2.336 -3.116 2.270
C 0.995 -2.836 2.041
H -1.964 -4.638 -0.906
H -0.416 -5.390 -2.912
H 1.604 -6.744 -3.273
H 3.830 -5.829 -2.712
H 4.036 -3.555 -1.770
H 2.010 -2.204 -1.360
H -3.708 -3.005 -2.021
H -5.127 -3.191 -4.029
H -4.106 -3.159 -6.278
H -1.658 -2.919 -6.519
H -0.228 -2.753 -4.522
H -1.208 -5.152 3.421
H -2.762 -6.678 4.577
H -5.013 -7.084 3.650
H -5.727 -5.974 1.565
H -4.190 -4.441 0.392
H 0.064 -5.858 0.769
H 2.430 -6.337 1.213
H 3.891 -4.584 2.168
H 2.980 -2.347 2.678
H 0.595 -1.853 2.248
C 5.328 3.658 2.260
C 5.008 4.194 0.858
C 5.152 5.716 0.881
C 6.013 3.619 -0.150
C 3.599 3.762 0.453
C 3.255 2.415 0.479
C 1.982 2.065 0.097
Br 1.544 0.190 0.187
C 0.962 2.937 -0.320
O -0.244 2.493 -0.652
C 1.322 4.300 -0.360
C 2.619 4.648 0.025
C 0.413 5.448 -0.833
C -1.031 5.059 -1.166
C 0.347 6.525 0.262
C 1.031 6.056 -2.101
H 6.320 3.989 2.569
H 5.322 2.567 2.291
H 4.604 4.021 2.992
H 6.152 5.979 1.225
H 4.435 6.180 1.561
H 5.022 6.153 -0.112
H 7.022 3.964 0.082
H 5.770 3.937 -1.165
H 6.020 2.527 -0.127
H 3.960 1.657 0.792
H 2.875 5.696 -0.018
H -1.545 4.625 -0.309
H -1.085 4.351 -1.991
H -1.564 5.966 -1.458
H -0.041 6.108 1.195
H -0.325 7.326 -0.051
H 1.318 6.976 0.467
H 1.065 5.317 -2.905
H 2.047 6.416 -1.931
H 0.430 6.901 -2.442
C -1.685 0.687 -6.336
C -1.161 1.956 -5.672
N 0.185 1.823 -5.106
C 1.304 2.357 -5.898
C 1.893 1.347 -6.869
C 0.370 1.238 -3.921
C 1.748 1.199 -3.334
N -0.610 0.712 -3.217
H -2.728 0.825 -6.624
H -1.631 -0.172 -5.667
H -1.118 0.451 -7.235
H -1.837 2.292 -4.882
H -1.119 2.770 -6.393
H 2.065 2.742 -5.223
H 0.918 3.219 -6.440
H 2.294 0.476 -6.347
H 2.704 1.807 -7.433
H 1.146 1.000 -7.583
H 1.984 2.162 -2.874
H 2.507 0.978 -4.080
H 1.787 0.433 -2.566
H -1.505 0.759 -3.693

Forces on the atoms, in the same order (eV/Å):
Pb -0.26 0.32 -0.01
O -0.03 0.19 0.00
C 0.11 0.00 0.09
O -0.08 -0.05 -0.01
C -0.05 -0.09 -0.07
C -0.03 0.03 -0.03
C -0.02 -0.03 -0.01
C 0.02 0.03 0.01
C 0.03 0.05 -0.05
C -0.02 -0.06 0.16
P 0.05 0.00 -0.15
C 0.13 -0.03 -0.04
C -0.06 0.01 0.06
C -0.02 -0.04 0.00
C -0.01 0.01 -0.03
C 0.01 -0.02 0.00
C 0.03 0.00 0.01
C -0.01 -0.06 -0.04
C 0.02 0.01 0.00
C -0.03 -0.02 0.00
C 0.01 0.00 -0.01
C 0.01 0.01 0.00
C -0.02 0.00 0.03
H 0.00 0.01 0.02
H 0.00 0.00 -0.01
H 0.01 0.00 0.01
H -0.03 -0.01 0.00
H 0.02 -0.02 -0.01
H 0.01 0.00 0.00
H 0.00 0.00 0.00
H -0.02 0.01 0.00
H 0.02 0.00 -0.04
H 0.00 0.01 -0.01
H 0.00 0.00 0.00
H 0.00 0.00 0.00
H 0.00 0.00 0.00
H 0.02 0.00 0.01
N 0.13 -0.14 -0.21
P 0.09 0.01 0.03
C -0.07 -0.05 -0.02
C 0.02 -0.01 -0.02
C 0.01 0.02 -0.01
C -0.02 -0.02 0.01
C -0.01 0.01 -0.01
C 0.03 -0.02 0.07
C 0.08 -0.06 0.00
C 0.01 0.11 -0.05
C 0.00 0.01 0.02
C 0.00 -0.01 -0.01
C -0.01 0.01 0.00
C 0.00 0.00 0.01
P -0.07 0.07 -0.08
C -0.07 -0.03 0.04
C -0.04 0.02 0.01
C 0.01 0.01 0.00
C -0.01 0.00 0.00
C -0.01 0.00 0.00
C 0.04 -0.10 -0.03
C 0.06 -0.01 0.06
C 0.00 0.04 0.01
C 0.00 0.01 -0.01
C 0.02 0.00 0.00
C -0.02 0.05 0.01
C 0.02 0.02 -0.05
H -0.13 0.03 0.04
H 0.00 0.01 0.01
H 0.00 0.00 0.00
H 0.00 0.00 0.00
H 0.00 0.00 0.00
H -0.01 0.01 -0.02
H -0.02 -0.03 0.04
H 0.00 -0.01 0.00
H 0.00 0.01 0.00
H 0.01 -0.01 0.00
H 0.00 -0.02 0.00
H 0.00 0.00 0.00
H 0.00 0.00 0.00
H 0.00 0.00 0.00
H 0.00 0.00 0.01
H 0.01 0.00 0.04
H -0.01 0.00 0.02
H 0.00 0.00 0.00
H 0.00 0.00 0.00
H 0.00 -0.01 0.01
H -0.05 0.06 0.07
C 0.00 0.01 0.01
C -0.02 0.01 0.00
C 0.00 0.00 -0.01
C 0.01 0.00 0.01
C 0.04 -0.03 -0.01
C -0.02 0.11 -0.03
C -0.15 -0.17 0.05
Br 0.31 -0.12 0.12
C 0.12 0.05 0.00
O 0.05 -0.15 0.03
C 0.01 0.00 -0.04
C 0.02 0.03 0.02
C -0.02 0.01 0.00
C -0.01 0.01 0.02
C -0.02 0.00 0.04
C -0.01 0.01 -0.02
H 0.00 0.00 0.00
H -0.01 0.00 0.00
H 0.00 0.01 0.00
H 0.00 0.00 -0.01
H 0.01 0.00 0.01
H 0.00 0.00 0.00
H 0.00 -0.01 0.01
H 0.01 0.01 0.00
H -0.01 0.00 -0.01
H 0.00 0.00 0.00
H 0.00 0.00 0.01
H 0.00 0.00 0.00
H 0.00 -0.01 -0.01
H 0.00 -0.01 0.00
H 0.00 0.00 -0.02
H 0.01 0.01 0.00
H 0.00 -0.01 0.01
H 0.00 -0.01 -0.01
H 0.00 0.00 0.00
H 0.00 -0.01 0.00
C 0.00 0.01 0.01
C 0.00 -0.01 -0.02
N 0.01 -0.01 0.02
C -0.01 0.03 0.00
C 0.00 0.00 0.00
C 0.01 0.15 0.06
C -0.01 -0.03 -0.02
N -0.11 -0.09 0.00
H 0.00 0.00 -0.01
H -0.01 0.00 -0.01
H 0.01 -0.01 0.01
H 0.01 0.01 0.01
H -0.02 -0.01 -0.01
H 0.01 0.00 0.00
H 0.00 0.01 0.00
H -0.01 0.00 0.00
H 0.01 -0.01 0.00
H 0.00 0.01 0.00
H 0.00 0.01 -0.01
H 0.01 -0.01 0.00
H 0.01 0.01 0.00
H 0.01 -0.07 -0.04

---

(3)
Computed, not measured: 6 unconnected molecules or ions with the total composition C36H31ClFN2O26P, with ωB97M-V/def2-TZVPD.

Frontier orbital gap, eV: 7.75
E_LUMO, eV: -1.80
Multiplicity: 1
Structure (SMILES): O=C(F)NC(=O)NC[C@@H](Cl)OCCP(=O)(O)O.O=C1C=C(O)C(=O)C=C1O.O=C1C=C(O)C(=O)C=C1O.O=C1C=C(O)C(=O)C=C1O.O=C1C=C(O)C(=O)C=C1O.O=C1C=C(O)C(=O)C=C1O

Atoms and positions in Å:
O 1.127 3.205 3.848
C 0.518 2.963 2.869
F -0.728 3.395 2.728
N 1.014 2.221 1.812
C 0.124 1.773 0.767
O -0.473 2.536 0.046
N 0.078 0.416 0.626
C 0.139 -0.435 1.816
C -1.028 -0.244 2.758
Cl -2.542 -0.778 1.983
O -0.833 -0.932 3.949
C -0.413 -0.088 5.028
C -0.261 -0.944 6.260
P 1.050 -2.153 6.061
O 2.291 -1.501 5.619
O 1.195 -2.896 7.460
O 0.486 -3.317 5.167
H 1.805 2.700 1.394
H -0.711 0.181 0.037
H 0.172 -1.467 1.487
H 1.073 -0.262 2.344
H -1.179 0.817 2.964
H -1.163 0.686 5.209
H 0.523 0.403 4.763
H 0.002 -0.296 7.094
H -1.211 -1.405 6.523
H 1.727 -2.328 8.032
H 0.343 -3.017 4.252
O 1.942 2.506 -1.476
C 1.741 3.200 -2.458
C 0.422 3.487 -2.977
C 0.302 4.263 -4.062
O -0.864 4.592 -4.602
C 1.499 4.844 -4.768
O 1.288 5.525 -5.754
C 2.823 4.567 -4.237
C 2.937 3.796 -3.149
O 4.104 3.489 -2.588
H -0.427 3.071 -2.454
H -0.656 5.156 -5.371
H 3.679 4.997 -4.742
H 3.896 2.915 -1.826
O -0.134 -3.691 2.469
C -0.801 -4.307 1.654
C -0.334 -4.641 0.327
C -1.148 -5.303 -0.509
O -0.811 -5.649 -1.738
C -2.543 -5.710 -0.105
O -3.221 -6.287 -0.935
C -2.998 -5.393 1.232
C -2.187 -4.734 2.071
O -2.530 -4.412 3.308
H 0.667 -4.341 0.049
H -1.587 -6.108 -2.117
H -3.993 -5.711 1.508
H -1.776 -3.941 3.708
O 0.333 6.273 -1.391
C -0.720 6.436 -0.797
C -1.269 5.516 0.173
C -2.445 5.781 0.754
O -2.986 4.958 1.645
C -3.236 7.020 0.436
O -4.303 7.169 1.001
C -2.677 7.960 -0.522
C -1.498 7.693 -1.101
O -0.917 8.494 -1.984
H -0.729 4.613 0.408
H -3.835 5.357 1.913
H -3.240 8.857 -0.738
H -0.083 8.056 -2.240
O -4.897 -8.269 1.928
C -5.565 -8.877 1.111
C -5.099 -9.217 -0.217
C -5.909 -9.881 -1.052
O -5.569 -10.232 -2.282
C -7.304 -10.290 -0.650
O -7.972 -10.876 -1.480
C -7.764 -9.965 0.688
C -6.951 -9.303 1.522
O -7.282 -8.967 2.760
H -4.099 -8.912 -0.488
H -6.344 -10.694 -2.657
H -8.760 -10.275 0.971
H -6.511 -8.498 3.132
O 10.342 2.712 -3.542
C 9.397 3.262 -4.075
C 9.378 3.696 -5.460
C 8.287 4.305 -5.943
O 8.178 4.733 -7.191
C 7.071 4.560 -5.088
O 6.133 5.135 -5.614
C 7.082 4.111 -3.713
C 8.171 3.498 -3.230
O 8.270 3.052 -1.987
H 10.256 3.509 -6.062
H 7.291 5.136 -7.266
H 6.197 4.289 -3.120
H 9.161 2.659 -1.909

Forces on the atoms, in the same order (eV/Å):
O 0.38 0.33 0.57
C 0.61 -0.03 0.19
F -0.69 -0.28 -0.26
N -0.31 0.11 -0.52
C -0.37 0.40 -0.58
O 0.09 -0.24 0.15
N -0.60 0.02 0.78
C 0.51 -0.26 -0.53
C 0.25 0.36 0.34
Cl -0.16 -0.19 -0.09
O -0.10 -0.22 -0.09
C -0.14 0.21 -0.07
C -0.23 0.09 0.10
P 0.74 0.46 -0.03
O -0.13 0.06 -0.16
O -0.28 -0.05 0.15
O -0.20 -0.21 0.05
H 0.33 -0.30 0.16
H 0.15 -0.10 -0.28
H -0.05 -0.19 -0.03
H 0.01 0.19 0.16
H -0.10 0.09 0.01
H -0.14 0.04 -0.10
H 0.18 -0.01 0.07
H 0.16 0.07 0.06
H -0.06 -0.18 -0.06
H 0.10 -0.24 0.08
H 0.01 -0.22 -0.12
O 0.50 -0.08 0.10
C -0.53 0.12 0.00
C -0.05 -0.17 0.03
C -0.07 -0.10 0.11
O -0.02 0.04 -0.02
C 0.31 -0.02 0.10
O -0.13 0.05 -0.05
C 0.01 0.10 -0.14
C 0.09 0.11 -0.13
O -0.05 -0.07 0.09
H 0.00 0.03 0.01
H 0.04 0.02 -0.03
H 0.02 -0.03 0.01
H -0.05 -0.03 0.02
O 0.01 0.09 0.07
C 0.04 -0.08 -0.19
C 0.09 0.10 0.08
C 0.16 0.07 0.00
O -0.02 -0.03 -0.06
C -0.28 0.05 0.39
O 0.14 -0.09 -0.22
C -0.15 -0.05 -0.09
C -0.08 -0.04 0.01
O 0.07 0.02 -0.02
H 0.00 -0.02 -0.02
H -0.05 -0.01 0.01
H 0.02 -0.02 0.06
H -0.01 0.03 0.02
O 0.07 0.12 -0.07
C -0.16 -0.17 0.22
C 0.30 -0.01 -0.04
C 0.14 -0.25 0.05
O -0.23 0.23 -0.02
C 0.05 0.23 -0.17
O -0.05 -0.09 0.10
C -0.09 0.00 0.05
C -0.16 0.11 -0.01
O 0.03 0.01 -0.03
H 0.03 -0.03 -0.12
H -0.02 0.05 -0.02
H 0.01 0.01 -0.02
H 0.03 -0.04 0.00
O -0.13 0.07 0.19
C 0.26 -0.06 -0.34
C 0.15 0.06 0.06
C 0.12 0.08 0.05
O -0.02 -0.03 -0.04
C -0.16 0.05 0.29
O 0.05 -0.05 -0.13
C -0.08 -0.07 -0.09
C -0.16 -0.06 0.00
O 0.01 0.03 0.03
H -0.02 0.03 -0.06
H -0.05 -0.01 0.01
H 0.00 0.01 0.02
H 0.05 0.01 -0.01
O 0.00 -0.06 0.14
C 0.06 0.06 -0.33
C 0.12 -0.06 0.05
C 0.16 -0.05 -0.06
O -0.03 0.02 -0.03
C -0.06 -0.09 0.30
O -0.01 0.02 -0.14
C -0.11 0.14 -0.01
C -0.14 0.05 0.01
O 0.03 -0.02 0.03
H -0.01 0.02 -0.02
H -0.04 0.01 0.03
H 0.03 -0.04 0.03
H 0.04 0.00 -0.02